No. 1
Below is 8 unconnected molecules or ions with the total composition C32H64O16, with properties calculated with ωB97M-V/def2-TZVPD.

Gap between HOMO and LUMO, hartree: 0.3725
Energy relative to the best compared isomer or geometry (same formula, charge and spin), kcal/mol: 99.8
SMILES: CCOC(=O)OC.CCOC(=O)OC.CCOC(=O)OC.CCOC(=O)OC.C1CCOC1.C1CCOC1.C1CCOC1.C1CCOC1
HOMO level, eV: -9.5
2S+1: 1
Total charge: 0

Last column: Löwdin charge in e.
Atoms and positions in Å:
H 5.665 0.608 3.741  0.10
H -6.958 0.611 -1.791  0.11
H 2.197 2.319 2.903  0.06
C 4.836 -0.594 5.276  -0.17
H -2.355 0.627 8.413  0.08
C -1.475 -2.375 -2.968  -0.03
C 0.988 -0.369 1.293  -0.05
H 0.705 1.913 -10.644  0.10
C -6.055 1.188 -1.994  -0.16
H -4.779 0.607 -3.723  0.11
C -1.969 -0.802 4.679  -0.61
H -2.231 -2.362 2.733  0.10
C 2.617 3.288 2.622  -0.06
C -1.106 0.909 -6.235  -0.20
C 4.788 -1.254 2.928  -0.19
H 2.895 -0.207 -1.247  0.10
C 2.395 2.721 -1.647  -0.20
C -4.322 0.410 -0.539  -0.19
H 0.921 -5.661 -1.830  0.11
C 3.361 0.582 -1.842  -0.18
H 5.431 -1.917 2.354  0.12
H 1.624 -4.239 -0.903  0.12
H -1.007 1.940 -11.185  0.10
C -2.843 1.167 7.601  -0.07
H -1.483 -2.164 -4.037  0.09
H 1.984 -0.397 0.845  0.07
H -2.525 -2.443 -2.669  0.10
H -2.790 2.219 7.890  0.08
H -1.454 -3.765 3.478  0.09
H 1.487 -7.122 0.071  0.11
O -0.616 0.607 -9.655  0.01
H -2.938 1.456 5.509  0.12
H -5.877 1.884 0.089  0.12
H 0.785 -1.440 1.411  0.07
O -2.225 -0.125 3.714  0.12
H 1.432 2.600 -1.140  0.11
C 1.061 -5.170 -0.867  -0.16
O -1.566 -2.063 4.661  0.01
O -0.215 0.043 -0.791  0.04
H 0.132 1.288 -4.411  0.06
H -0.999 -3.329 -2.748  0.08
C -1.417 -2.685 3.379  -0.02
O 3.285 1.778 -1.037  -0.17
H -2.314 1.984 1.754  0.06
H 3.577 3.306 3.143  0.08
C -0.201 1.323 -10.795  -0.05
H 6.580 -0.931 4.055  0.10
C 2.478 2.332 -3.115  -0.17
C 2.433 0.822 -3.048  -0.17
C 1.749 4.459 3.030  -0.21
H 2.855 0.319 -3.918  0.11
C -5.271 1.566 -0.765  -0.19
H 4.233 -0.615 2.234  0.11
C -2.578 2.999 2.053  -0.03
H 1.807 2.866 -3.789  0.10
H 3.469 2.648 -3.460  0.12
O -0.128 -4.713 1.101  -0.15
H 5.451 -1.109 6.016  0.10
C 3.566 -1.366 4.918  -0.20
H -6.295 2.000 -2.678  0.11
H 4.405 0.410 -2.094  0.12
H -3.472 0.739 0.055  0.10
C -2.275 0.951 6.216  -0.22
H 2.381 5.341 2.902  0.12
H -0.448 -2.409 2.970  0.08
O 3.940 -2.064 3.740  -0.16
H -4.671 2.460 -0.967  0.11
O -1.555 -1.669 -0.306  0.13
H 0.209 1.437 0.667  0.11
C 5.606 -0.458 3.957  -0.15
H 1.444 0.446 -2.789  0.09
H 0.506 2.317 -5.819  0.07
H -1.284 1.394 6.075  0.13
H 4.638 0.371 5.753  0.10
H -3.393 3.311 1.404  0.09
H -0.860 -5.947 -0.373  0.13
H 3.247 -2.020 5.727  0.12
C -0.328 -4.994 -0.276  -0.22
C 1.667 -6.058 0.227  -0.17
C 1.038 -5.464 1.504  -0.18
H 2.711 -0.740 4.636  0.11
H 0.957 0.648 -5.721  0.09
O -0.945 0.366 -7.541  0.05
H -2.935 2.934 3.078  0.10
H 0.105 0.583 -11.535  0.09
O -3.927 0.105 -1.874  -0.16
C -0.940 -1.018 -1.115  -0.62
H 0.679 -6.277 2.144  0.11
O -0.100 2.302 -8.296  0.13
H -4.789 -0.480 -0.106  0.13
H -1.647 0.153 -5.667  0.12
C -0.407 3.656 2.560  -0.63
C 0.137 1.345 -5.497  -0.07
H 1.079 0.068 2.291  0.08
H 2.736 3.752 -1.532  0.12
C -0.507 1.188 -8.473  -0.63
C -0.083 0.384 0.586  -0.20
C -5.056 0.246 -2.732  -0.19
O -0.346 2.819 3.436  0.11
O -1.476 3.860 1.810  0.03
H 1.514 4.525 4.095  0.13
H -3.907 0.922 7.633  0.08
H -1.834 1.722 -6.297  0.13
O -2.144 -0.437 5.946  0.04
H -5.451 -0.768 -2.875  0.11
H 1.689 -4.843 2.118  0.11
H 2.758 -5.995 0.246  0.11
H -1.076 0.361 1.037  0.11
O 0.560 4.492 2.262  0.05
O -0.837 -1.250 -2.405  0.01
H 2.769 3.290 1.543  0.08
H -0.876 -4.184 -0.754  0.09

Force components x, y, z for each atom (eV/Å):
0.4 -0.2 -0.4
-0.1 0.2 0.2
-0.3 0.1 -0.1
0.0 0.4 0.7
0.2 -0.2 -0.3
-1.1 -0.1 -0.5
0.4 -1.4 0.9
-0.3 0.2 0.5
0.2 -0.9 -1.2
0.4 0.2 0.2
-0.7 0.0 -0.5
0.2 0.0 -0.2
0.0 -0.8 0.5
-1.1 0.6 1.2
0.1 0.1 1.0
0.7 -0.4 0.0
0.4 -0.4 -0.2
-0.4 0.2 -0.6
0.6 0.1 -0.1
-1.3 0.5 0.5
-0.2 -0.1 -0.1
-0.2 0.1 -0.3
0.0 0.1 0.1
-0.3 0.1 0.5
0.2 -0.3 0.0
-0.2 0.8 -0.4
0.1 0.1 0.3
0.1 0.1 -0.3
0.0 0.1 0.4
-0.6 0.1 0.1
-0.2 -1.0 0.0
0.1 -0.3 -0.2
-0.1 -0.5 0.0
-0.4 0.1 0.1
0.3 0.1 0.0
-0.3 0.2 -0.5
-0.6 -0.8 0.5
0.1 -0.5 0.5
0.7 0.8 -1.1
-0.9 0.2 0.0
0.3 0.2 0.1
-0.1 0.3 -0.4
0.4 0.3 0.2
0.1 0.0 0.2
0.1 0.3 -0.2
0.8 0.1 -0.8
0.2 0.4 0.0
-0.1 0.6 -0.3
0.9 -0.1 0.2
1.1 -0.4 0.9
-0.3 0.0 -0.2
-0.2 1.2 0.8
-0.2 0.0 0.1
-0.4 -1.1 -0.5
-0.4 -0.3 0.2
0.1 -0.1 0.1
0.5 0.1 -0.1
-0.2 -0.4 -0.1
0.4 0.6 -0.6
-0.2 0.2 0.4
0.0 -0.2 0.0
0.2 -0.4 -0.1
0.2 0.9 0.0
-0.8 0.4 -0.8
-0.1 0.0 -0.2
-0.4 -1.1 -0.4
0.1 -0.1 -0.2
-0.2 -0.3 -0.4
-0.1 0.0 -0.8
-0.2 0.3 0.1
-0.1 0.0 -0.3
-0.2 0.1 0.1
-0.1 0.1 0.2
-0.2 0.0 -0.3
0.1 0.4 0.0
-0.2 0.1 -0.2
0.0 -0.4 -0.3
0.2 0.4 -0.1
1.0 0.5 -0.1
-0.8 -0.9 0.2
0.1 0.4 0.4
-0.1 0.0 -0.3
0.1 -0.8 0.1
0.4 0.4 0.2
-0.4 -0.1 0.0
0.9 0.2 -0.2
-0.3 -0.5 1.6
0.1 0.0 0.1
0.2 0.6 0.2
0.0 0.1 0.3
0.3 -0.3 -0.2
0.0 -1.2 1.6
1.4 -0.4 -0.6
0.1 -0.1 0.0
0.2 -0.1 0.4
0.0 0.7 -0.2
-0.3 0.9 0.2
-0.3 -0.6 0.5
0.0 0.1 -0.2
0.0 0.8 -0.4
-0.2 -0.6 0.0
0.1 -0.2 -0.1
0.2 0.2 -0.2
0.0 -0.4 0.4
-0.3 0.1 -0.1
0.1 0.2 -0.3
0.0 0.2 0.1
0.2 -0.6 0.3
0.0 1.4 -1.1
0.7 0.5 -0.5
0.2 0.1 0.0
-0.3 0.0 0.4

=====

No. 2
Below is a molecular structure, C32H64O16S8, with properties calculated with ωB97M-V/def2-TZVPD.

Gap between HOMO and LUMO, hartree: 0.3638
Energy relative to the best compared isomer or geometry (same formula, charge and spin), kcal/mol: 313.1
HOMO level, eV: -10.2
2S+1: 1
Total charge: 0

Last column: Löwdin charge in e.
Atoms and positions in Å:
O 8.152 -14.072 -24.647  -0.31
H 9.427 -17.532 -29.909  0.07
H 9.294 -9.711 -29.674  0.10
C 1.284 -16.195 -30.770  -0.22
H 10.906 -15.347 -28.466  0.05
H 6.755 -11.192 -33.374  0.14
H 11.984 -12.682 -36.761  0.14
H 7.141 -9.295 -37.519  0.13
H 8.094 -10.727 -36.804  0.12
C 6.879 -14.435 -31.091  -0.22
H 1.610 -14.306 -39.922  0.11
C 1.027 -14.442 -32.703  -0.25
C 9.832 -17.162 -29.024  -0.19
H 5.754 -11.525 -37.330  0.07
C 2.897 -13.010 -38.756  -0.21
H 12.102 -16.270 -30.997  0.14
C 2.479 -14.399 -39.235  -0.27
O 8.730 -14.137 -27.047  -0.31
H 12.370 -13.074 -34.358  0.18
C 7.376 -15.744 -31.813  -0.15
H 2.377 -16.332 -30.780  0.08
C 3.255 -13.168 -37.285  -0.23
O 10.488 -19.672 -28.959  -0.34
H 12.151 -12.111 -31.923  0.15
H 1.812 -17.342 -32.587  0.12
O 13.443 -10.211 -30.697  -0.34
S 12.630 -11.007 -29.830  0.66
C 0.896 -16.878 -32.123  -0.18
H 11.019 -11.309 -36.590  0.12
S 1.719 -15.179 -37.923  0.59
C 5.854 -12.411 -27.062  -0.22
C 11.397 -12.320 -34.698  -0.23
O 8.781 -9.468 -34.654  -0.30
H 12.024 -18.437 -30.456  0.13
O 13.183 -11.826 -28.704  -0.36
H 3.358 -12.181 -36.815  0.12
H 9.032 -12.553 -36.190  0.08
H 6.971 -11.905 -25.178  0.14
C 11.425 -9.772 -29.225  -0.21
O 9.053 -12.916 -33.488  -0.30
S 10.289 -13.496 -33.836  0.59
O 11.028 -14.419 -33.079  -0.30
H 5.647 -10.103 -33.779  0.10
H 9.783 -13.424 -37.236  0.09
H 10.496 -15.463 -30.256  0.09
H 6.657 -16.690 -33.485  0.08
H 7.391 -13.434 -31.326  0.12
C 7.140 -12.277 -26.267  -0.26
H 0.156 -17.664 -31.914  0.12
H 13.046 -15.729 -29.270  0.15
O 4.579 -14.420 -33.771  -0.34
C 5.403 -14.410 -31.191  -0.25
H 13.191 -18.058 -28.895  0.10
O 6.616 -8.172 -35.037  -0.32
H 3.714 -12.526 -39.251  0.09
H 9.130 -16.944 -28.393  0.03
C 2.231 -14.102 -36.631  -0.22
H 11.489 -11.361 -34.220  0.10
H 2.003 -12.231 -38.995  0.17
H 2.031 -14.462 -33.042  0.07
H 9.401 -11.537 -31.274  0.02
H 11.440 -12.986 -30.087  0.15
O 0.276 -15.108 -38.027  -0.31
H 5.825 -15.137 -25.425  0.12
H 6.587 -15.699 -26.838  0.09
C 11.558 -11.989 -30.824  -0.22
C 10.070 -10.381 -29.520  -0.24
H 7.896 -11.825 -26.994  0.11
H 0.675 -16.420 -29.829  0.14
C 10.819 -15.915 -29.285  -0.16
S 1.009 -14.502 -31.008  0.60
H 5.258 -12.028 -35.053  0.03
H 0.496 -13.611 -33.053  0.11
C 6.599 -15.724 -33.189  -0.20
C 10.171 -11.116 -30.805  -0.22
O 11.358 -18.068 -27.071  -0.34
H 0.260 -15.762 -34.049  0.12
H 10.217 -10.431 -31.790  0.16
C 6.092 -11.630 -35.402  -0.19
H 8.470 -15.853 -32.066  0.12
C 9.900 -14.157 -35.371  -0.27
H 5.435 -14.094 -28.352  0.03
H 3.444 -15.060 -39.664  0.19
H 6.877 -15.068 -33.896  0.04
H 11.776 -8.823 -29.709  0.12
C 6.477 -10.538 -34.298  -0.25
O 2.337 -16.416 -37.632  -0.30
C 9.940 -13.072 -36.312  -0.23
H -0.748 -15.617 -32.695  0.13
H 6.713 -12.623 -35.360  0.15
C 6.218 -14.746 -26.420  -0.20
H 4.919 -10.160 -36.591  0.17
C 5.383 -13.831 -27.373  -0.19
H 2.659 -14.733 -35.750  0.13
H 9.726 -11.110 -28.779  0.12
H 5.009 -11.804 -26.638  0.13
C 7.159 -10.047 -36.705  -0.25
O 4.064 -16.346 -32.306  -0.31
O -0.242 -14.143 -30.563  -0.26
C 12.331 -17.866 -29.516  -0.27
H 4.337 -14.006 -27.024  0.13
C 11.214 -12.246 -36.095  -0.21
H 11.434 -9.398 -28.206  0.10
H 4.949 -13.491 -31.225  0.07
S 7.430 -9.395 -35.074  0.63
C 12.249 -16.399 -29.808  -0.20
S 10.982 -18.383 -28.489  0.71
H 7.219 -16.639 -31.235  0.11
H 10.596 -14.900 -35.444  0.08
H 6.263 -12.001 -28.148  0.15
S 7.798 -13.896 -26.018  0.60
H 7.415 -14.308 -30.055  0.14
C 0.339 -15.758 -32.949  -0.25
H 1.493 -13.466 -36.123  0.11
H 8.845 -14.687 -35.269  0.16
O 2.207 -13.750 -30.518  -0.36
H 4.868 -14.894 -30.290  0.13
H 4.094 -13.571 -37.078  0.04
C 5.902 -10.780 -36.649  -0.25
S 5.006 -15.290 -32.677  0.71

Force components x, y, z for each atom (eV/Å):
0.3 -0.4 0.5
-0.7 -0.5 -1.6
-1.4 1.7 0.2
0.2 -1.3 0.1
-0.1 2.4 2.8
1.2 1.4 -1.6
0.0 -0.1 0.9
0.5 0.0 0.9
-1.7 0.8 -0.4
4.3 1.3 2.2
1.1 -0.3 -0.3
0.2 -1.7 0.1
6.0 1.1 -2.8
-0.2 -1.3 -3.0
-2.0 1.6 -0.2
1.4 0.0 2.8
2.2 -0.2 -3.4
1.8 -0.7 -2.0
-1.9 2.8 -1.2
1.5 2.0 -1.6
-0.5 0.1 1.1
-5.5 3.1 -0.1
0.6 0.4 0.9
-1.9 0.0 3.3
-1.0 0.5 0.6
1.2 -0.1 -0.6
0.7 -0.2 3.4
0.5 -0.9 0.4
0.1 0.9 0.7
-2.3 0.1 2.7
0.2 2.1 -3.5
4.8 -2.0 5.4
1.6 0.3 0.0
1.6 0.2 1.2
-1.0 1.6 -2.5
-0.6 -0.2 0.1
-0.9 1.5 0.7
0.7 0.0 -2.2
0.0 0.9 0.4
-2.2 1.6 2.6
-0.2 1.5 -4.1
1.0 -1.3 2.3
-1.0 0.8 -0.9
0.2 -1.4 -3.8
-0.6 0.7 1.6
-0.4 -3.0 -1.6
-0.8 -1.5 -1.5
0.4 0.6 1.0
0.2 0.2 -0.4
-1.3 -1.4 -1.6
-0.3 0.2 0.7
-0.5 -2.3 2.4
0.6 -1.0 -0.6
1.5 -0.7 0.2
0.6 -0.3 -0.8
-3.9 1.1 4.0
0.8 0.9 2.8
0.1 0.2 0.6
1.8 -1.9 1.1
1.0 0.1 -0.4
-3.6 -3.1 -0.4
0.3 2.3 -2.6
0.5 0.0 -0.6
-0.1 1.3 -1.2
-0.3 0.4 -0.4
-1.0 -1.8 -0.1
0.4 -1.1 -0.5
-0.7 0.1 2.0
1.2 -0.2 -1.3
-0.8 -3.1 -4.8
7.2 2.3 0.8
-4.3 -1.6 1.3
-0.8 1.2 -0.5
0.3 -1.6 5.4
5.3 1.7 -3.4
-0.8 -1.1 -2.7
0.4 -1.3 0.2
0.9 -0.2 2.3
2.6 1.4 1.5
-0.9 0.9 0.5
-3.7 -2.8 1.3
0.5 -0.8 -2.7
-2.9 1.7 1.1
1.3 2.5 -2.1
-1.0 -1.0 -0.6
-1.0 -5.6 3.0
0.8 -2.0 -0.2
0.1 1.2 0.6
0.9 -0.1 0.1
-0.1 2.4 -0.7
1.1 -1.8 0.7
2.0 -0.8 0.1
-0.6 -0.8 5.4
-0.4 0.9 -1.8
0.4 0.3 0.4
1.0 -0.3 -0.7
3.0 0.3 -1.9
1.3 0.4 -0.4
-4.8 1.2 1.9
-0.6 -0.8 -1.1
0.6 0.4 -0.6
-1.6 -1.2 -4.5
0.7 -1.0 0.6
-0.9 2.4 -0.4
-2.2 3.0 -0.6
-1.3 1.7 -0.9
-0.3 0.3 2.7
-0.9 -0.3 0.2
2.0 -2.2 -1.2
-2.0 -0.4 2.5
-2.9 0.2 1.0
-1.8 -1.2 -0.9
-3.0 0.9 -2.5
-0.6 -0.6 -0.8
2.1 1.1 -0.2
-1.8 -1.1 -0.3
0.8 0.2 -1.7
6.4 -3.0 0.4
-1.9 -0.4 2.3
-3.0 0.1 -1.2

=====

> What is the 2S+1 in the first record?

1

=====

> The lowest HOMO level belongs to which entry?

C32H64O16S8